Here is one molecule with the formula C5H8OS at a distorted geometry from the Open Molecules 2025 dataset. Energies are from ωB97M-V with the def2-TZVPD basis set.

Last column: Löwdin charge in e.
Atoms and positions in Å:
S  -2.5072  0.1045  -0.3227  0.784
C  -0.7607  0.0764  0.0926  -0.723
C  0.1122  1.3495  0.1570  -0.148
O  1.4423  0.8282  0.1044  -0.128
C  1.4328  -0.3341  -0.7110  -0.169
C  0.1150  -0.9988  -0.4351  -0.248
C  -0.2448  -0.9779  0.9835  -0.108
H  -2.9166  1.3181  0.1284  -0.135
H  -0.0929  1.9876  -0.6568  0.103
H  -0.0712  1.8898  1.1103  0.142
H  1.5240  -0.1037  -1.7657  0.117
H  2.3759  -0.8380  -0.5860  0.124
H  -0.1648  -1.8678  -1.0629  0.159
H  0.6305  -0.7116  1.5643  0.123
H  -0.8745  -1.7222  1.3997  0.103

Values from the calculation:
multiplicity	1
strongest force on any atom	2.2	eV Å⁻¹
HOMO energy	-9.0	eV
orbital gap	9.81	eV
electronic energy	-18195.7610	eV
SMILES	S[C@]12COC[C@H]1C2
total charge	0
energy above the lowest of the compared OMol25 structures with the same formula, charge and spin	35.5	kcal/mol
LUMO level	0.84	eV